Record 1
ORCA calculation (ωB97M-V with the def2-TZVPD basis set) on an isolated ion of composition C10H12ClFNO and charge +1.

Values from the calculation:
structure (SMILES) = CC(C)[N+]1=C(Cl)O[C@@H]2C=CC=C[C@@]21F
spin multiplicity = 1
HOMO-LUMO gap = 9.07 eV
strongest force on any atom = 2.87 eV Å⁻¹
net charge = +1

Last column: natural (NBO) charge in e.
Geometry (Å):
1 C 2.9972 -0.5902 1.0733  -0.19
2 C 2.4621 0.7517 0.9841  -0.16
3 C 2.5821 -1.5608 0.2627  -0.18
4 C 1.4770 1.0657 0.1419  -0.25
5 C 1.4987 -1.3527 -0.7589  -0.01
6 C 0.8820 0.0590 -0.7901  0.50
7 C -0.6622 -1.5738 -0.1540  0.62
8 C -1.9066 1.1813 1.1583  -0.62
9 C -2.8166 0.4139 -1.0828  -0.63
10 C -1.5794 0.7870 -0.2765  -0.04
11 N -0.5720 -0.2843 -0.2906  -0.37
12 O 0.4052 -2.2522 -0.4228  -0.40
13 F 1.0834 0.6281 -2.1042  -0.33
14 Cl -2.0077 -2.4031 0.3979  0.20
15 H 3.7706 -0.7793 1.8005  0.25
16 H 2.8943 1.5197 1.6091  0.24
17 H 2.9779 -2.5629 0.3019  0.24
18 H 1.1161 2.0732 0.0242  0.24
19 H 1.8523 -1.6434 -1.7571  0.26
20 H -2.3762 0.3622 1.6944  0.22
21 H -1.0070 1.4876 1.6893  0.23
22 H -2.5992 2.0198 1.1419  0.24
23 H -3.4563 -0.2823 -0.5508  0.22
24 H -2.5445 -0.0118 -2.0466  0.23
25 H -3.3880 1.3193 -1.2709  0.25
26 H -1.0833 1.6285 -0.7742  0.23

Atoms 1-2, force components in eV/Å:
0.06 -0.63 -0.25
-0.54 0.56 -0.30

Record 2
ORCA calculation (ωB97M-V with the def2-TZVPD basis set) on a 2-piece molecular cluster, C6H19NSSi2 overall.

Values from the calculation:
spin multiplicity = 1
HOMO-LUMO gap (alpha / beta) = 6.07 / 6.07 eV
strongest force on any atom = 4.17 eV Å⁻¹

Last column: natural (NBO) charge in e.
Geometry (Å):
1 C 1.5396 -0.5506 3.4208  -0.63
2 C 2.2985 0.3514 1.2643  -0.61
3 C 0.7840 1.7546 2.8990  -0.62
4 C -1.5430 -2.0118 -1.6281  -0.42
5 C -3.3643 1.0703 -1.5188  -1.19
6 C 1.0653 0.2528 2.3104  -0.14
7 N -0.9194 -0.7652 -2.1376  -1.31
8 Si 0.4609 -1.1703 -3.2871  1.05
9 Si -1.5216 0.6714 -1.4698  1.70
10 S -0.4434 -0.3438 1.5624  -0.47
11 H 2.3760 -0.1134 3.9653  0.20
12 H 0.8091 -0.4430 4.2192  0.21
13 H 1.7930 -1.5186 3.1170  0.21
14 H 2.8428 1.1692 1.6453  0.20
15 H 1.9211 0.5750 0.2721  0.20
16 H 2.9754 -0.4589 1.3003  0.20
17 H -0.1589 1.7319 3.2857  0.21
18 H 1.4378 2.0423 3.6637  0.19
19 H 0.7311 2.3397 2.0019  0.20
20 H -0.7486 -2.7322 -1.2655  0.23
21 H -2.0734 -1.7835 -0.7082  0.22
22 H -2.1368 -2.3430 -2.4441  0.19
23 H -4.0209 0.1411 -1.4090  0.27
24 H -3.5073 1.3180 -0.4723  0.28
25 H -3.6761 1.7928 -2.2885  0.27
26 H 1.3230 0.0841 -3.3741  -0.17
27 H 1.1124 -2.3582 -2.5914  -0.15
28 H 0.2590 -1.3571 -4.7729  -0.16
29 H -0.5803 1.6387 -1.0506  -0.17

Atoms 1-2, force components in eV/Å:
-0.39 0.59 2.47
-2.54 0.72 1.01

Record 3
ORCA calculation (ωB97M-V with the def2-TZVPD basis set) on C32H40AsO4PtS2SbSi as an isolated structure.

Values from the calculation:
spin multiplicity = 1
HOMO-LUMO gap = 6.43 eV
strongest force on any atom = 0.13 eV Å⁻¹
net charge = -2

Last column: Löwdin charge in e.
Geometry (Å):
1 Pt -0.5675 -0.7528 0.4174  0.28
2 S -0.9461 -2.3719 -1.2482  0.55
3 C -2.1766 -1.7504 -2.3443  -0.66
4 C -2.3987 -2.4497 -3.5391  -0.14
5 C -3.3258 -2.0078 -4.4659  -0.12
6 C -4.0681 -0.8546 -4.2323  -0.12
7 C -3.8733 -0.1629 -3.0453  -0.12
8 C -2.9469 -0.6055 -2.1106  -0.38
9 As -2.6760 0.2231 -0.3882  1.22
10 C -4.1069 -0.6733 0.6166  -0.35
11 C -5.3787 -0.9006 0.0962  -0.11
12 C -6.3377 -1.5659 0.8462  -0.10
13 C -6.0320 -2.0168 2.1257  -0.11
14 C -4.7649 -1.8056 2.6468  -0.09
15 C -3.8058 -1.1387 1.8927  -0.11
16 C -3.4879 1.9760 -0.6400  -0.36
17 C -2.8993 2.8611 -1.5394  -0.11
18 C -3.4069 4.1459 -1.6747  -0.07
19 C -4.5003 4.5527 -0.9232  -0.11
20 C -5.0870 3.6718 -0.0243  -0.11
21 C -4.5803 2.3873 0.1202  -0.12
22 H -1.8112 -3.3389 -3.7356  0.09
23 H -3.4614 -2.5611 -5.3890  0.09
24 H -4.7784 -0.4962 -4.9676  0.08
25 H -4.4341 0.7445 -2.8481  0.10
26 H -5.6186 -0.5619 -0.9055  0.10
27 H -7.3234 -1.7401 0.4297  0.09
28 H -6.7796 -2.5429 2.7086  0.09
29 H -4.5070 -2.1726 3.6332  0.10
30 H -2.8018 -1.0005 2.2818  0.06
31 H -2.0027 2.5640 -2.0705  0.08
32 H -2.9090 4.8368 -2.3429  0.11
33 H -4.8825 5.5628 -1.0209  0.09
34 H -5.9323 3.9866 0.5774  0.09
35 H -5.0328 1.7145 0.8382  0.09
36 C 1.7476 -3.4847 0.2411  -0.27
37 Si 0.8843 -2.2742 1.4222  0.32
38 C 2.3354 -1.7342 2.5176  -0.24
39 C -0.1531 -3.4267 2.5586  -0.29
40 C -1.4395 -3.8279 2.1789  -0.12
41 C -2.2112 -4.6593 2.9801  -0.11
42 C -1.7187 -5.1110 4.1986  -0.13
43 C -0.4459 -4.7285 4.5986  -0.12
44 C 0.3202 -3.9012 3.7849  -0.12
45 H 2.3640 -4.1868 0.8130  0.02
46 H 2.3900 -2.9387 -0.4547  0.02
47 H 1.0312 -4.0550 -0.3515  -0.02
48 H 2.9042 -2.6135 2.8394  0.02
49 H 2.0283 -1.1778 3.4041  -0.01
50 H 3.0086 -1.0990 1.9383  0.02
51 H -1.8439 -3.4665 1.2388  0.05
52 H -3.2071 -4.9417 2.6562  0.09
53 H -2.3230 -5.7506 4.8326  0.08
54 H -0.0514 -5.0675 5.5509  0.09
55 H 1.3048 -3.6028 4.1290  0.08
56 C -0.6523 -0.4230 4.6079  -0.21
57 C -0.9886 0.8839 3.9043  -0.43
58 Sb -0.0111 1.2319 1.9442  1.34
59 C 1.9042 1.5888 2.8463  -0.39
60 C 2.2769 3.0506 3.0550  -0.19
61 C -1.2435 2.9552 1.6641  -0.40
62 C -0.7118 4.2912 2.1600  -0.18
63 H -1.2043 -0.5578 5.5462  0.06
64 H 0.4121 -0.4895 4.8530  0.04
65 H -0.8814 -1.2813 3.9717  0.03
66 H -0.7400 1.7496 4.5314  0.04
67 H -2.0652 0.9381 3.7075  0.02
68 H 2.6145 1.1227 2.1674  0.04
69 H 1.9145 1.0432 3.7932  0.03
70 H 2.2579 3.5801 2.1035  0.06
71 H 3.2875 3.1329 3.4714  0.06
72 H 1.5971 3.5539 3.7458  0.05
73 H -2.2036 2.7101 2.1300  0.05
74 H -1.3757 3.0232 0.5875  0.01
75 H -0.5127 4.2960 3.2358  0.05
76 H -1.4406 5.0817 1.9525  0.06
77 H 0.2013 4.5449 1.6229  0.06
78 O 1.8832 2.4940 -2.0376  -0.39
79 S 0.7153 2.4990 -1.1651  0.25
80 O 0.0366 3.8087 -1.1362  -0.40
81 O -0.2594 1.4332 -1.5253  -0.49
82 O 1.2001 2.1895 0.2620  -0.56

Atoms 1-2, force components in eV/Å:
0.04 0.03 0.12
-0.03 -0.02 0.03

no.,energy (eV)
1,-29334.3912
2,-34607.5228
3,-142198.6435